DFT (the ωB97M-V functional and the def2-TZVPD basis) results for a molecular structure, C26H33BF5N7OSeTl.

```
! wB97M-V def2-TZVPD RIJCOSX def2/J DEFGRID3
* xyz 1 1
Tl -0.65046 0.69348 1.30803
Se 0.48153 -2.08437 -0.35783
F 0.32468 -5.85830 3.25466
F 2.38002 -5.18551 0.80723
F -0.56558 -6.05025 0.03135
F -1.65025 -3.45872 2.24578
F 1.48161 -2.49049 2.99364
O -1.42501 -2.03891 -0.32623
N -1.02260 1.62776 -2.02314
N 1.30326 0.51785 -1.78553
N -1.80777 1.37046 -0.94268
N -3.33017 -2.74281 -1.16610
N 2.18120 0.32906 -0.78885
N 0.69737 2.60577 0.48578
N 0.88703 2.83755 -0.83428
C -0.21149 3.85339 3.20537
C 1.20474 3.73136 2.64225
C 1.96509 2.56815 3.27983
C 4.14424 -2.54863 0.01083
C 4.16653 -1.05784 -0.31805
C -1.65136 -2.00877 -2.75317
C -3.91718 1.41219 1.05877
C 1.21078 3.64279 1.14347
C 1.46831 -4.39347 1.37275
C 2.63644 -1.10840 -2.46431
C -3.10998 1.90619 -2.69188
C 0.35253 -3.77971 0.54726
C 1.57930 -0.31773 -2.82417
C 1.74572 4.56593 0.23798
C -5.18825 0.32327 -0.81355
C -0.66340 -4.19599 1.71600
C -0.69725 -4.78135 0.37637
C -1.79112 1.95503 -3.07644
C -4.26711 1.47966 -0.42138
C -3.07052 1.55754 -1.33193
C 1.54794 -3.77684 2.69138
C -2.12207 -2.28751 -1.37375
C 4.26441 -0.22428 0.95376
C 0.45308 -4.73746 2.53929
C 1.51869 4.01053 -1.00043
C 2.97865 -0.67099 -1.15384
B 0.50322 1.86693 -1.94796
H -3.97622 2.14160 -3.28472
H -0.74359 4.69441 2.76114
H 3.29643 -2.74959 0.67305
H 4.04455 -3.16950 -0.88047
H -5.52717 0.41363 -1.84546
H 1.01492 -0.26090 -3.74053
H 0.83654 2.34647 -2.99848
H 4.28961 0.84163 0.73394
H -0.18524 3.99362 4.28603
H -4.82503 2.40560 -0.59201
H -4.81030 1.56022 1.66539
H -1.55471 -0.92257 -2.85118
H -1.33981 2.23130 -4.01398
H -4.65819 -0.62495 -0.71208
H 2.23143 5.49840 0.46360
H 5.16653 -0.49152 1.50412
H 1.99536 2.67748 4.36393
H -0.79742 2.94870 3.01060
H -3.50854 0.43224 1.32250
H 5.04758 -2.85298 0.53826
H -6.06701 0.29289 -0.16932
H 1.73729 4.65378 2.88841
H 1.76615 4.36168 -1.98717
H -2.34402 -2.38480 -3.50022
H 5.04915 -0.86159 -0.93668
H 2.98821 2.51679 2.90826
H -3.19694 2.18408 1.33749
H 3.40150 -0.40567 1.59856
H 3.11982 -1.87199 -3.05007
H -0.66396 -2.44464 -2.90393
H -3.64171 -2.92021 -0.21958
H 1.48723 1.61049 3.05536
H -3.96724 -2.90068 -1.93103
*
```

Orbital gap (spin up / spin down)   7.18 / 6.72 eV
E_LUMO (spin up / spin down)   -4.09 / -4.55 eV
HOMO energy (spin up / spin down)   -11.27 / -11.27 eV
Energy above the lowest of the compared OMol25 structures with the same formula, charge and spin   299.3 kJ/mol
Electronic energy   -124268.1197 eV